1.
Computed, not measured: a structure of composition C17H11Cl4MnN2O6S4, with ωB97M-V/def2-TZVPD.

Values from the calculation:
maximum force	0.8	eV/A
energy above the lowest of the compared OMol25 structures with the same formula, charge and spin	0.0	kcal/mol
orbital gap (alpha / beta)	5.4 / 7.5	eV
molar mass	664.3	g/mol

Structure (ORCA input):
```
! RIJCOSX wB97M-V def2-TZVPD def2/J DEFGRID3
* xyz -1 4
S -5.853 2.071 -2.128
C -8.353 1.025 -1.734
S 1.537 -2.969 0.382
C -3.668 0.412 -2.351
O 0.833 1.665 4.210
H -8.552 1.821 -2.449
Cl 6.925 -2.773 0.125
N 1.332 -2.976 3.044
O -0.624 0.669 2.501
C 0.723 -2.727 1.890
C 5.574 1.377 -1.080
H -8.692 1.353 -0.751
C 6.442 -1.184 -0.334
C 7.357 -0.235 -0.790
Mn 2.474 -0.765 0.333
O 3.353 0.638 -0.533
C 6.924 1.037 -1.162
H -8.895 0.121 -2.008
H -1.695 2.246 0.417
O -6.467 -0.361 -1.255
H -4.220 -0.097 -3.129
H -3.981 2.997 -0.185
H 2.320 -3.152 2.972
C -1.676 0.651 -1.009
S 2.310 0.132 2.398
C -3.529 2.158 -0.699
H -0.877 -1.859 2.740
C -4.239 1.497 -1.695
C -6.882 0.699 -1.634
Cl 4.995 2.931 -1.544
S 0.434 0.502 3.466
O 4.146 -1.654 0.196
N -0.529 -2.296 1.893
C -2.252 1.746 -0.363
C -0.367 0.212 -0.639
C 5.097 -0.845 -0.242
H -1.953 -0.863 -2.502
C 4.660 0.432 -0.626
C 0.725 -0.159 -0.263
H 1.013 -2.438 3.849
Cl 9.032 -0.645 -0.885
O 0.276 -0.709 4.279
C -2.401 -0.015 -2.002
Cl 8.062 2.207 -1.731
H -0.839 -1.877 1.027
*
```

=====

2.
Computed, not measured: an isolated molecule of C17H11ClN4O3S2 in a non-equilibrium geometry, with ωB97M-V/def2-TZVPD.

Values from the calculation:
maximum force	1.3	eV/A
energy above the lowest of the compared OMol25 structures with the same formula, charge and spin	0.0	kcal/mol
SMILES	O=C(NC(=S)Nc1nc(-c2cccc([N+](=O)[O-])c2)cs1)c1ccccc1Cl
orbital gap	7.6	eV
molar mass	418.9	g/mol

Structure (ORCA input):
```
! RIJCOSX wB97M-V def2-TZVPD def2/J DEFGRID3
* xyz 0 1
C -0.612 -2.200 -3.282
H -3.151 -2.228 -2.093
C 3.172 0.257 0.896
H -0.482 0.803 -0.665
Cl 3.229 3.101 1.976
C -4.005 -0.759 -0.798
O -3.084 2.414 1.607
N 2.795 -0.407 -0.268
O -1.228 2.708 0.564
N 2.944 -1.646 -2.221
C -0.191 0.264 2.621
H -1.064 1.849 3.769
H -4.574 0.835 0.538
C -2.969 -1.338 -1.511
H 3.562 -2.122 -2.867
C -3.783 0.370 -0.029
S 0.971 -2.655 -3.792
N 0.700 -1.131 -1.735
H -1.466 -2.531 -3.835
H 1.796 -0.443 -0.504
N -2.255 2.102 0.781
C 1.935 1.998 2.228
C 0.840 2.401 2.980
C 1.973 0.726 1.656
C -1.460 0.351 -0.709
H -1.015 -0.415 2.776
C -0.564 -1.393 -2.183
O 4.308 0.410 1.247
C 1.609 -1.710 -2.448
C 3.604 -1.037 -1.161
C 0.893 -0.132 1.860
H 0.823 3.394 3.399
C -0.215 1.532 3.182
H -4.992 -1.194 -0.838
C -2.507 0.917 -0.001
H 0.916 -1.128 1.443
S 5.230 -1.170 -1.112
C -1.684 -0.793 -1.470
*
```

=====

3.
Computed, not measured: an isolated molecule of C17H11F2NO5 in a non-equilibrium geometry, with ωB97M-V/def2-TZVPD.

Values from the calculation:
maximum force	1.5	eV/A
SMILES	O=C(OCN1C(=O)c2ccccc2C1=O)c1cccc(OC(F)F)c1
orbital gap	8.9	eV
molar mass	347.3	g/mol

Structure (ORCA input):
```
! RIJCOSX wB97M-V def2-TZVPD def2/J DEFGRID3
* xyz 0 1
C 0.898 1.059 -0.324
O -1.531 -0.930 -1.327
O -3.878 2.451 0.641
H -1.623 2.822 -0.147
O 1.129 1.347 -1.467
H -0.973 1.890 -1.558
C -1.321 1.836 -0.517
F 5.772 0.753 -0.981
H 0.537 0.293 2.271
H 2.206 -0.828 3.718
H -6.370 0.771 1.041
H 3.335 0.380 -0.936
O -0.275 1.336 0.290
C 1.521 0.062 1.897
C 4.047 -0.520 0.904
H -3.806 -2.917 -1.119
C -5.675 -2.315 -0.214
C -4.367 -2.124 -0.650
C -3.657 1.355 0.198
C 3.716 -0.856 2.214
C -3.806 -0.878 -0.463
C 3.125 0.104 0.086
O 5.346 -0.862 0.523
C 1.857 0.395 0.591
C -5.822 -0.032 0.575
F 5.083 -1.162 -1.690
C -4.525 0.157 0.144
C 5.799 -0.573 -0.702
N -2.463 0.970 -0.411
H 4.459 -1.343 2.825
H -7.402 -1.468 0.714
H -6.143 -3.279 -0.347
C -2.459 -0.367 -0.814
C -6.389 -1.289 0.386
H 6.842 -0.920 -0.780
C 2.457 -0.565 2.702
*
```

=====

4.
Computed, not measured: a structure of composition C17H11N8OTl, with ωB97M-V/def2-TZVPD.

Values from the calculation:
maximum force	0.7	eV/A
orbital gap	7.6	eV
molar mass	547.7	g/mol

Structure (ORCA input):
```
! RIJCOSX wB97M-V def2-TZVPD def2/J DEFGRID3
* xyz 0 1
H -1.216 -4.486 4.263
H 3.608 1.102 -2.215
C 1.502 -1.246 1.106
N -0.377 -2.691 1.559
C -1.066 -3.480 2.375
C 1.018 0.585 -1.549
Tl -1.154 -2.259 -0.995
N 1.796 -0.127 -0.818
H -1.363 3.101 -2.937
H 0.395 4.427 -3.984
C 2.452 3.814 -3.899
C 1.345 -2.554 3.204
N 1.162 -1.103 -0.102
C 2.919 1.824 -2.636
O -3.011 -1.011 -0.042
C 0.631 -3.397 4.043
C 1.105 3.693 -3.622
H 2.798 4.638 -4.510
N -3.631 2.233 3.173
N -3.080 0.088 0.600
C -1.134 1.265 -2.063
C 0.658 2.609 -2.871
C -3.503 0.024 1.837
H 1.033 -3.682 5.005
N -0.701 2.411 -2.629
H -2.206 1.102 -2.021
N -0.356 0.372 -1.560
H 2.255 -0.608 1.570
C -3.575 1.253 2.572
N -4.213 -2.191 2.966
H 4.416 2.978 -3.637
C -0.606 -3.857 3.629
C 1.560 1.672 -2.367
H 2.307 -2.152 3.498
C 3.362 2.876 -3.411
H -2.037 -3.805 2.022
C -3.899 -1.198 2.476
C 0.809 -2.219 1.970
*
```

=====

5.
Computed, not measured: a structure of composition C17H12AuBrCl5N2O2S in a non-equilibrium geometry, with ωB97M-V/def2-TZVPD.

Values from the calculation:
maximum force	2.0	eV/A
orbital gap (alpha / beta)	4.6 / 4.6	eV
molar mass	762.5	g/mol

Structure (ORCA input):
```
! RIJCOSX wB97M-V def2-TZVPD def2/J DEFGRID3
* xyz 1 1
C 0.755 -4.971 1.939
H -2.644 1.454 -3.493
H -1.501 2.407 -1.407
C -2.010 0.544 -0.671
H -1.890 -2.569 -0.700
Cl -1.338 4.159 0.555
Cl 2.900 7.407 1.059
Au 0.673 1.309 0.903
C 1.078 -3.356 -0.313
S -1.928 0.868 1.007
Cl -0.157 7.013 0.677
C 0.889 -1.319 1.049
H 0.765 -6.617 0.555
C 1.128 3.252 1.091
C 0.847 -3.596 2.084
H -0.939 0.975 -3.493
C -2.297 -0.556 -2.655
C 0.961 -2.793 0.952
H -1.552 -1.280 -2.999
Cl 4.742 4.923 1.540
C 2.486 3.463 1.311
C 0.857 5.662 0.917
N -1.725 1.444 -1.605
H 1.212 -2.721 -1.175
H 0.624 -5.598 2.808
C -2.669 -1.826 -0.511
O 1.132 -0.709 2.100
C 1.028 -4.733 -0.430
H -3.628 -2.224 -0.846
Cl 3.442 2.052 1.533
C 3.063 4.730 1.320
O 0.533 -0.681 0.010
H 0.808 -3.127 3.055
H -2.716 -1.621 0.555
N -2.380 -0.606 -1.203
C 0.836 -5.547 0.681
H -3.266 -0.806 -3.096
C 2.233 5.841 1.115
C -1.880 0.900 -2.942
Br 1.198 -5.511 -2.165
C 0.329 4.367 0.889
*
```

=====

6.
Computed, not measured: a cluster of 2 separate species, C17H12BF6N2O3S2 in total in a non-equilibrium geometry, with ωB97M-V/def2-TZVPD.

Values from the calculation:
maximum force	4.4	eV/A
orbital gap	5.5	eV
molar mass	481.2	g/mol

Structure (ORCA input):
```
! RIJCOSX wB97M-V def2-TZVPD def2/J DEFGRID3
* xyz -1 1
C 0.393 2.915 0.028
C -6.185 -2.252 6.038
O -3.847 -0.405 4.367
H -0.405 3.597 -0.257
F -0.159 1.373 -2.637
H -5.297 -2.526 6.583
H 1.050 2.766 -0.826
H -1.437 -1.961 2.617
H -0.249 -1.345 4.685
B -1.343 1.247 -1.921
F -4.714 -1.734 -1.199
H -9.298 -1.211 4.007
C -0.203 -0.698 3.825
C -0.857 -1.058 2.680
F -6.370 -2.362 0.119
H -9.544 -2.060 6.330
N -0.183 1.636 0.419
O -3.919 -2.867 3.613
C -8.565 -1.978 5.888
N -5.542 -0.976 2.426
C -8.447 -1.511 4.598
O -7.736 -0.506 1.925
C -6.073 -1.787 4.754
F -2.024 2.456 -1.868
C -7.186 -1.417 4.037
C -1.333 -0.271 0.265
C -0.061 1.003 1.655
H 1.017 0.757 4.824
H -1.950 -1.057 -0.136
S -4.596 -1.541 3.746
C -0.955 0.849 -0.408
C -7.441 -2.345 6.607
F -4.282 -2.844 0.653
C -0.784 -0.200 1.571
C 0.519 0.502 3.904
H 1.138 2.279 2.900
S -4.949 -0.398 0.977
F -2.149 0.234 -2.431
C 0.595 1.354 2.839
C -6.879 -0.924 2.682
H 0.962 3.351 0.846
H -7.545 -2.714 7.614
C -5.095 -1.956 0.068
*
```

=====

7.
Computed, not measured: a cluster of 6 separate species, C17H12Cl20F6INO5 in total in a non-equilibrium geometry, with ωB97M-V/def2-TZVPD.

Values from the calculation:
maximum force	9.7	eV/A
SMILES	CCOC[C@@H]1C[C@](I)(C(=O)C(F)(F)C(F)(F)C(F)(F)C(=O)O)NC1=O.ClC(Cl)(Cl)Cl.ClC(Cl)(Cl)Cl.ClC(Cl)(Cl)Cl.ClC(Cl)(Cl)Cl.ClC(Cl)(Cl)Cl
orbital gap	7.8	eV
molar mass	1260.2	g/mol

Structure (ORCA input):
```
! RIJCOSX wB97M-V def2-TZVPD def2/J DEFGRID3
* xyz 0 1
Cl -0.478 -0.533 8.628
Cl -2.124 0.499 6.462
C 1.944 1.264 0.380
H 4.020 1.570 1.623
N 1.948 3.255 1.916
O -0.439 4.010 0.590
H 4.485 2.415 -1.366
O -4.260 -1.101 -1.056
C -0.434 2.714 0.932
Cl -6.961 -0.439 -4.049
H 7.775 1.093 -0.997
C -7.461 -4.151 -0.014
H -4.158 -0.633 2.153
H 1.944 0.188 0.896
C -5.317 -0.840 -4.606
I 1.009 0.878 3.313
C -1.718 1.696 0.922
F -5.117 1.524 -1.186
Cl -6.294 -3.024 0.721
C 7.283 1.567 -4.530
Cl -3.707 -3.787 -0.987
Cl -4.372 -6.528 -0.275
H 7.696 0.571 1.823
H 4.346 0.516 -1.024
F -1.150 0.316 0.682
F -4.999 1.846 1.175
O 5.917 1.595 0.143
Cl -2.104 -2.352 7.042
C 4.617 1.563 -0.545
H 6.865 -1.053 1.284
C 6.871 0.622 -0.411
C 3.065 3.438 0.912
Cl 5.675 1.184 -3.865
O -4.066 -1.234 1.335
Cl 7.333 3.280 -5.015
C -4.274 1.213 0.029
Cl -7.385 -4.012 -1.789
F -3.121 3.368 -0.557
C -2.803 1.948 -0.279
C -3.561 -5.494 -1.478
Cl -9.105 -3.750 0.542
H 1.500 1.176 -0.704
Cl -4.149 0.288 -3.871
C 3.461 1.842 0.608
Cl -4.917 -2.507 -4.124
F -2.283 1.681 2.291
H 8.589 -0.591 0.636
C -4.180 -0.421 0.113
Cl 0.238 -1.091 5.863
Cl 7.599 0.538 -5.950
Cl -5.240 -0.701 -6.381
Cl -4.327 -5.722 -3.070
F -2.300 1.275 -1.534
Cl -7.061 -5.819 0.468
H 1.507 4.107 2.327
H 6.396 -0.225 -1.065
C 1.039 2.128 1.465
C -1.117 -0.869 6.999
C 7.539 -0.155 0.911
O 3.633 4.539 0.412
Cl 8.526 1.265 -3.289
Cl -1.839 -5.937 -1.578
*
```

=====

8.
Computed, not measured: a structure of composition C17H12Cl2F2IrN2S, with ωB97M-V/def2-TZVPD.

Values from the calculation:
maximum force	0.5	eV/A
energy above the lowest of the compared OMol25 structures with the same formula, charge and spin	20.2	kcal/mol
orbital gap	6.8	eV
molar mass	577.5	g/mol

Structure (ORCA input):
```
! RIJCOSX wB97M-V def2-TZVPD def2/J DEFGRID3
* xyz 1 1
C -2.869 -0.106 1.071
C -3.728 0.758 1.712
C -0.510 1.988 -0.731
C 0.134 0.871 -1.302
H 2.326 -3.227 3.431
C 1.720 2.348 -2.313
H 1.956 -3.651 -3.133
C 1.478 -0.810 1.247
H 2.436 -1.943 -3.437
Ir -0.731 -0.890 -0.794
F -0.595 4.342 -0.469
C 0.665 -3.315 2.101
S -1.424 -3.079 0.180
H -4.192 2.828 2.042
N -1.865 0.342 0.298
H 1.797 0.235 -2.536
C 1.771 -2.714 2.657
C 1.108 3.465 -1.782
H 1.481 4.461 -1.970
C -0.035 -2.625 1.109
F 2.805 2.516 -3.072
N 0.406 -1.418 0.713
Cl 0.190 -2.163 -2.727
C 1.943 -2.634 -2.762
C -1.651 1.680 0.135
C 2.183 -1.442 2.239
H 0.323 -4.293 2.407
C -3.535 2.121 1.553
C -0.004 3.257 -0.993
C 1.258 1.059 -2.091
H -2.949 -1.180 1.158
Cl 2.690 -2.570 -1.187
C -2.495 2.584 0.766
H 1.735 0.161 0.848
H -2.337 3.641 0.633
H 3.043 -0.957 2.675
H -4.527 0.360 2.321
*
```